[1]
The following is a quantum chemistry calculation of a molecular structure, C38H38BClN8O2ReS, from the OMol25 dataset.

CARTESIAN COORDINATES (ANGSTROEM)
1 Re 0.23025 0.41621 0.18153
2 C -1.45526 -4.78701 -0.26197
3 C -1.70088 -3.32208 -0.15524
4 C -2.90895 -2.65151 -0.14292
5 C -2.60773 -1.30600 0.03379
6 N -1.26556 -1.14603 0.05382
7 N -0.72422 -2.41364 -0.02732
8 B 0.79856 -2.68437 0.01120
9 N 1.43996 -1.91409 -1.15046
10 N 1.16759 -0.58564 -1.31202
11 C 1.76673 -0.18597 -2.47207
12 C 2.43932 -1.26977 -3.00523
13 C 2.20204 -2.34392 -2.15830
14 C 2.65675 -3.75456 -2.28872
15 C 1.64709 1.13802 -3.08199
16 C 2.70488 1.63680 -3.84478
17 C 2.58586 2.85750 -4.48189
18 C 1.41388 3.59586 -4.36143
19 C 0.36340 3.10579 -3.60310
20 C 0.47530 1.87258 -2.98061
21 N 1.35572 -2.07741 1.31008
22 N 1.00375 -0.80066 1.58762
23 C 1.50407 -0.47695 2.80446
24 C 2.20657 -1.56428 3.28626
25 C 2.08055 -2.56454 2.32202
26 C 2.63084 -3.94654 2.32293
27 C 1.22195 0.84704 3.34734
28 C 2.17071 1.56415 4.07159
29 C 1.86735 2.84135 4.51095
30 C 0.62546 3.40834 4.23385
31 C -0.32472 2.69286 3.52674
32 C -0.02800 1.40803 3.09296
33 C -3.62849 -0.27547 0.28210
34 C -3.38155 0.82871 1.09037
35 C -4.41770 1.66744 1.47324
36 C -5.70714 1.44449 1.01922
37 C -5.95854 0.36734 0.17713
38 C -4.93252 -0.49302 -0.17245
39 H -2.40590 -5.31284 -0.29690
40 H -0.89621 -5.02821 -1.16634
41 H -0.88840 -5.15565 0.59224
42 H -3.88388 -3.10350 -0.18364
43 H 1.04294 -3.84097 -0.06335
44 H 3.00386 -1.28660 -3.92102
45 H 3.21084 -3.87473 -3.21588
46 H 3.30903 -4.03122 -1.46008
47 H 1.81170 -4.44222 -2.29813
48 H 3.63140 1.08099 -3.90825
49 H 3.40949 3.24078 -5.06859
50 H 1.31910 4.54584 -4.86998
51 H -0.54858 3.68323 -3.51034
52 H -0.38520 1.44872 -2.48002
53 H 2.70578 -1.64704 4.23625
54 H 3.20978 -4.11198 3.22750
55 H 1.83324 -4.68857 2.28190
56 H 3.28237 -4.10128 1.46295
57 H 3.14488 1.13223 4.26305
58 H 2.60371 3.40528 5.06784
59 H 0.40038 4.40669 4.58362
60 H -1.29150 3.13209 3.31967
61 H -0.81281 0.78076 2.66906
62 H -2.39068 1.01794 1.48013
63 H -4.21771 2.47578 2.16323
64 H -6.51771 2.08785 1.33675
65 H -6.96066 0.18155 -0.18588
66 H -5.14858 -1.34090 -0.80852
67 C -5.09840 3.48958 -2.17772
68 C -4.23348 3.86326 -1.02662
69 C -4.57890 4.72229 -0.01373
70 C -3.65686 4.95644 1.00979
71 N -2.46189 4.34713 1.03965
72 C -2.13444 3.53267 0.06233
73 S -0.53683 2.85095 -0.01574
74 N -3.00380 3.30866 -0.96165
75 C -3.96609 5.87428 2.14000
76 H -6.02461 4.05680 -2.16276
77 H -5.33753 2.42482 -2.12619
78 H -4.58688 3.68068 -3.12274
79 H -5.54373 5.20739 -0.01586
80 H -2.69424 2.69090 -1.70190
81 H -4.80450 6.52849 1.91477
82 H -3.08491 6.46356 2.38740
83 H -4.21848 5.28076 3.02316
84 Cl 3.72517 3.49708 -1.09615
85 C 3.88860 2.60303 0.43264
86 C 3.04233 1.35662 0.36690
87 O 3.47076 0.23331 0.36862
88 O 1.73060 1.64330 0.30656
89 H 3.53655 3.24895 1.23402
90 H 4.92886 2.33199 0.57319

Output
Highest occupied orbital energy (alpha / beta) (eV): -13.509 / -13.501
Charge: +2
E_tot (eV): -82193.7316
Spin multiplicity: 4
E_LUMO (alpha / beta) (hartree): -0.2305 / -0.2575
Strongest force on any atom (eV Å⁻¹): 0.879
Expectation value of S²: 3.77

How positive or negative is each atom? The Löwdin charges in e answer that: Re 1.60; C 0.01; C -0.23; C 0.06; C -0.20; N -0.04; N 0.04; B -0.49; N 0.06; N -0.05; C -0.18; C 0.07; C -0.21; C 0.02; C -0.18; C -0.04; C -0.06; C -0.05; C -0.08; C -0.10; N 0.06; N -0.07; C -0.20; C 0.09; C -0.21; C 0.02; C -0.18; C 0.00; C -0.04; C -0.04; C -0.07; C -0.10; C -0.16; C -0.06; C -0.08; C -0.06; C -0.06; C -0.02; H 0.10; H 0.09; H 0.09; H 0.13; H 0.12; H 0.14; H 0.10; H 0.10; H 0.09; H 0.12; H 0.12; H 0.12; H 0.10; H 0.06; H 0.14; H 0.10; H 0.10; H 0.09; H 0.13; H 0.12; H 0.12; H 0.10; H 0.08; H 0.05; H 0.11; H 0.12; H 0.12; H 0.12; C 0.02; C -0.24; C 0.06; C -0.27; N 0.14; C -0.70; S 0.76; N 0.14; C 0.01; H 0.10; H 0.10; H 0.11; H 0.14; H 0.16; H 0.09; H 0.10; H 0.10; Cl 0.66; C -0.45; C -0.63; O 0.11; O -0.38; H 0.09; H 0.09

***

[2]
The following is a quantum chemistry calculation of a molecular structure, C38H38BaI4N3O2P, from the OMol25 dataset.

CARTESIAN COORDINATES (ANGSTROEM)
1 Ba 0.00000 0.00000 0.00000
2 I -3.24092 -6.36283 -2.27946
3 C -1.81545 -4.90135 -1.89600
4 C -0.82009 -4.64237 -2.82068
5 C 0.12403 -3.63591 -2.55670
6 I 1.57348 -3.34699 -4.10975
7 C 0.13108 -2.84216 -1.37215
8 O 0.98019 -1.90809 -1.15670
9 C -0.91946 -3.15461 -0.44872
10 C -1.08704 -2.40332 0.87118
11 N -1.77873 -1.12311 0.86670
12 C -2.74798 -0.80708 -0.18358
13 C -2.30154 -0.62299 -1.65023
14 C -2.98523 -1.34227 -2.63780
15 C -2.62209 -1.19333 -3.97481
16 C -1.57704 -0.34151 -4.30232
17 C -0.95975 0.35509 -3.27897
18 N -1.33578 0.28399 -1.98756
19 C -1.86903 -4.17138 -0.71777
20 H -0.77000 -5.20174 -3.74798
21 H -1.62222 -3.06128 1.56884
22 H -0.10212 -2.27011 1.33531
23 H -2.05062 -0.74452 1.83624
24 H -3.56313 -1.53972 -0.13160
25 H -3.20891 0.15163 0.08743
26 H -3.76598 -2.04332 -2.36765
27 H -3.12038 -1.77255 -4.74389
28 H -1.22707 -0.24365 -5.32139
29 H -0.11095 1.00280 -3.46862
30 H -2.65195 -4.36450 0.00923
31 C -1.42233 2.81681 2.23009
32 C -2.12614 1.55285 2.76652
33 C -2.91833 0.85558 1.65841
34 C -1.16805 0.59414 3.50753
35 C -0.85683 1.05384 4.91946
36 O 0.45645 0.69044 5.08400
37 C 1.00808 0.41886 3.88094
38 N -0.07977 0.43923 2.92642
39 C 2.55105 0.19901 3.92662
40 C 3.16431 0.28417 5.21090
41 C 4.53634 0.10360 5.38770
42 C 5.35356 -0.16540 4.30115
43 C 4.79752 -0.25509 3.03104
44 C 3.41693 -0.08173 2.82746
45 P 2.89584 -0.26509 0.90070
46 C 3.17544 -2.00089 0.85365
47 C 2.42407 -2.96171 1.54575
48 C 2.68313 -4.32152 1.34648
49 C 3.69029 -4.72192 0.46529
50 C 4.43885 -3.75897 -0.21686
51 C 4.18274 -2.40102 -0.01932
52 C 3.53731 1.34979 0.51683
53 C 3.01389 2.56886 0.97668
54 C 3.55293 3.78078 0.52552
55 C 4.61355 3.76071 -0.39233
56 C 5.13142 2.56256 -0.84330
57 C 4.59319 1.34992 -0.39147
58 H -2.17010 3.49492 1.76642
59 H -0.67100 2.54379 1.45987
60 H -0.91597 3.36626 3.04664
61 H -2.89845 1.86507 3.50237
62 H -2.29137 0.49296 0.83863
63 H -3.67075 1.55203 1.22625
64 H -3.47143 -0.01408 2.07970
65 H -1.61665 -0.41697 3.57163
66 H -1.52752 0.56777 5.65367
67 H -0.88814 2.14698 5.03058
68 H 2.58248 0.49178 6.09854
69 H 4.96681 0.17566 6.38061
70 H 6.41814 -0.30421 4.43912
71 H 5.44555 -0.46659 2.18698
72 H 1.63995 -2.66689 2.22843
73 H 2.10130 -5.06846 1.87445
74 H 3.89150 -5.77621 0.31064
75 H 5.22081 -4.07082 -0.90140
76 H 4.77450 -1.68472 -0.56129
77 H 2.19457 2.58711 1.68337
78 H 3.14923 4.71708 0.87648
79 H 5.03005 4.70887 -0.74100
80 H 5.95193 2.55277 -1.55225
81 H 5.01526 0.43080 -0.76023
82 I -1.98195 2.83403 -0.55455
83 C -0.73741 3.50401 -2.23527
84 I 0.93477 2.13250 -2.61649
85 H -0.33881 4.49809 -2.00963
86 H -1.35778 3.56846 -3.13474
87 H 1.06502 2.26727 0.73514

Output
Highest occupied orbital energy (alpha / beta) (eV): -5.411 / -5.410
Charge: 0
E_tot (eV): -90959.7875
E_LUMO (alpha / beta) (hartree): -0.0102 / -0.0102
Strongest force on any atom (eV Å⁻¹): 16.023

How positive or negative is each atom? The Löwdin charges in e answer that: Ba 1.70; I 0.84; C -0.78; C -0.25; C -0.57; I 0.81; C -0.50; O -0.37; C -0.15; C -0.21; N -0.42; C -0.22; C -0.28; C 0.00; C -0.03; C -0.03; C -0.32; N -0.29; C -0.13; H 0.07; H 0.13; H 0.07; H 0.09; H 0.14; H 0.05; H 0.12; H 0.11; H 0.11; H -0.25; H 0.10; C -0.25; C -0.32; C -0.24; C -0.49; C -0.11; O -0.01; C -0.07; N 0.05; C -0.09; C -0.03; C -0.08; C -0.07; C -0.08; C -0.20; P 1.02; C -0.43; C -0.09; C -0.06; C -0.08; C -0.07; C -0.10; C -0.44; C -0.19; C -0.08; C -0.10; C -0.11; C -0.12; H -0.01; H -0.12; H 0.09; H 0.15; H -0.08; H 0.09; H 0.13; H 0.16; H 0.15; H 0.14; H 0.11; H 0.10; H 0.11; H 0.11; H 0.10; H 0.11; H 0.10; H 0.10; H 0.09; H 0.02; H 0.10; H 0.10; H 0.09; H 0.08; I 1.18; C -0.85; I 1.08; H -0.02; H -0.02; H -0.06